Entry from OMol25: C11H27BrCl2GaINO3P2 as an isolated structure at a distorted geometry (ωB97M-V/def2-TZVPD).

Summary:
E_tot (eV): -193623.2800
Kohn-Sham gap (eV): 7.0
F_max (eV Å⁻¹): 1.94
Charge: -1
LUMO level (hartree): 0.09196
2S+1: 1
HOMO (eV): -4.482

The geometry in XYZ format:
```
49
Properties=species:S:1:pos:R:3:nbo_charge:R:1
C -6.352 -0.124 -0.665 -0.633
C -5.470 -0.494 -1.888 -0.056
O -4.091 -0.583 -1.626 -0.936
Ga -3.310 1.049 -1.097 1.112
C -1.321 0.945 -1.615 -0.678
Cl -0.728 -0.683 -0.984 -0.105
C -0.408 2.107 -1.127 -0.217
C 0.480 2.592 -2.331 -0.618
Cl -1.281 3.497 -0.365 -0.049
P -4.173 2.957 -2.202 0.413
O -4.493 2.514 -3.845 -0.995
Br -6.192 3.537 -1.283 -0.280
P -3.500 1.158 1.269 0.318
O -4.262 -0.313 1.715 -0.979
I -1.266 0.950 2.349 -0.239
H -6.381 -0.930 0.089 0.205
H -7.396 0.007 -1.023 0.197
H -6.050 0.799 -0.145 0.210
H -5.794 -1.514 -2.200 0.149
H -5.712 0.163 -2.753 0.152
H -1.232 0.851 -2.714 0.209
H 0.265 1.695 -0.355 0.237
H -0.115 2.602 -3.261 0.200
H 0.785 3.627 -2.113 0.218
H 1.324 1.894 -2.423 0.215
H -3.615 2.483 -4.227 0.477
H -3.786 -1.002 1.242 0.481
C 6.017 -1.370 2.708 -0.615
C 5.110 -0.882 1.586 -0.212
N 4.208 -1.905 1.090 -0.458
C 3.555 -1.544 -0.161 -0.205
C 2.601 -0.350 -0.145 -0.643
C 3.354 -2.538 2.083 -0.215
C 2.427 -1.638 2.906 -0.641
H 6.566 -2.265 2.407 0.206
H 6.747 -0.596 2.955 0.206
H 5.458 -1.594 3.618 0.202
H 5.753 -0.559 0.763 0.191
H 4.571 0.012 1.930 0.162
H 3.022 -2.417 -0.550 0.193
H 4.339 -1.342 -0.900 0.179
H 1.660 -0.591 0.344 0.226
H 2.357 -0.061 -1.170 0.210
H 3.037 0.524 0.345 0.197
H 3.993 -3.091 2.779 0.182
H 2.755 -3.312 1.596 0.197
H 2.936 -0.751 3.285 0.199
H 2.054 -2.192 3.772 0.208
H 1.555 -1.320 2.336 0.222
```

Entry from OMol25: a 8-piece molecular cluster, C11H27Cl6N5O10 overall at a distorted geometry (ωB97M-V/def2-TZVPD).

Summary:
SMILES: C[N+](=O)[O-].C[N+](=O)[O-].C[N+](=O)[O-].C[N+](=O)[O-].C[N+](=O)[O-].ClCCCl.ClCCCl.ClCCCl
E_tot (eV): -114890.7547
Kohn-Sham gap (eV): 10.6
F_max (eV Å⁻¹): 3.46
Charge: 0
LUMO level (hartree): -0.00521
2S+1: 1
HOMO (eV): -10.705

The geometry in XYZ format:
```
59
Properties=species:S:1:pos:R:3:nbo_charge:R:1
C -3.072 -0.608 -3.430 -0.519
N -2.994 0.814 -3.784 0.546
O -2.098 1.233 -4.529 -0.442
O -3.819 1.502 -3.321 -0.338
H -3.924 -1.114 -3.948 0.235
H -3.088 -0.825 -2.317 0.285
H -2.163 -1.034 -3.834 0.224
C 0.107 0.264 5.257 -0.496
N -0.979 0.625 4.324 0.543
O -1.612 1.605 4.696 -0.372
O -1.166 -0.086 3.361 -0.398
H -0.259 0.715 6.140 0.236
H 1.068 0.752 4.952 0.254
H 0.170 -0.831 5.345 0.228
C -2.845 -2.205 1.699 -0.485
N -3.154 -2.553 0.227 0.552
O -2.957 -1.616 -0.496 -0.387
O -3.642 -3.616 -0.106 -0.378
H -3.772 -2.414 2.268 0.228
H -2.546 -1.203 1.826 0.245
H -2.069 -2.887 2.049 0.234
C -1.472 2.408 0.520 -0.510
N -0.910 1.439 -0.429 0.555
O 0.144 0.982 0.023 -0.441
O -1.468 1.059 -1.415 -0.362
H -0.697 2.679 1.238 0.253
H -2.314 1.900 0.988 0.237
H -1.898 3.308 0.032 0.258
C 0.305 3.420 -3.196 -0.500
N -0.150 3.862 -1.889 0.522
O 0.605 3.728 -0.938 -0.386
O -1.278 4.371 -1.829 -0.377
H -0.435 2.733 -3.662 0.278
H 1.266 2.956 -3.151 0.225
H 0.376 4.315 -3.820 0.242
Cl 3.883 1.012 4.382 -0.126
C 2.927 0.882 2.779 -0.354
C 2.487 2.104 2.103 -0.377
Cl 1.218 2.994 3.136 -0.104
H 2.143 0.269 3.191 0.219
H 3.676 0.258 2.210 0.254
H 1.947 1.888 1.168 0.267
H 3.363 2.704 1.934 0.229
Cl 4.628 -0.047 -2.912 -0.050
C 3.317 0.338 -1.749 -0.387
C 2.827 -0.884 -1.048 -0.391
Cl 4.134 -1.743 -0.186 -0.093
H 2.471 0.651 -2.297 0.224
H 3.630 1.121 -0.993 0.221
H 2.455 -1.663 -1.723 0.226
H 2.076 -0.747 -0.289 0.249
Cl 0.561 -3.250 0.725 -0.051
C 1.220 -4.295 -0.547 -0.414
C 0.213 -4.631 -1.653 -0.381
Cl -0.070 -3.115 -2.586 -0.073
H 1.584 -5.287 -0.144 0.225
H 2.200 -3.877 -0.889 0.237
H -0.782 -4.925 -1.225 0.236
H 0.631 -5.434 -2.238 0.226
```

Entry from OMol25: C11H27ClIN2P2PdS as an isolated structure at a distorted geometry (ωB97M-V/def2-TZVPD).

Summary:
E_tot (eV): -68306.1240
Kohn-Sham gap (spin up / spin down) (eV): 9.4 / 5.7
F_max (eV Å⁻¹): 5.63
Charge: +3
LUMO level (spin up / spin down) (hartree): -0.31776 / -0.45038
2S+1: 5
HOMO (spin up / spin down) (eV): -18.070 / -17.910

The geometry in XYZ format:
```
46
Properties=species:S:1:pos:R:3:lowdin_spin:R:1
C 0.710 -1.631 1.392 0.165
I -1.424 -0.322 1.345 0.767
H 1.599 -2.151 0.976 0.037
H 0.870 -1.567 2.534 0.000
H 0.996 -0.613 0.929 0.024
Pd 0.449 -0.250 -3.513 0.747
P -0.777 -2.783 1.175 0.058
C -1.126 -3.234 2.904 0.002
C -2.249 -2.788 0.157 0.017
H -2.848 -3.673 0.466 0.000
H -0.708 -5.005 0.574 0.001
H -1.944 -2.894 -0.890 0.003
H -0.080 -3.926 -0.770 0.001
H -1.875 -2.540 3.341 0.001
H -2.915 -1.916 0.216 0.009
C -0.009 -4.204 0.301 0.030
H -1.459 -4.282 2.919 0.000
H 1.033 -4.365 0.616 0.003
H -0.236 -3.204 3.544 0.000
P 1.387 1.714 -3.953 0.492
C 1.708 2.708 -2.467 0.086
C 2.391 0.153 -4.080 0.146
H -1.111 0.608 -4.513 0.024
H -0.316 2.106 -5.118 0.033
H -1.120 2.126 -3.483 0.013
C -0.539 1.515 -4.181 0.154
H 1.960 -0.887 -4.266 0.029
H 2.773 0.426 -5.057 0.018
H 2.327 3.542 -2.834 0.007
H 2.279 2.199 -1.682 0.015
H 3.156 0.127 -3.315 0.011
H 0.821 3.137 -2.003 0.003
Cl -0.326 -2.541 -2.936 0.220
C -0.377 3.881 1.091 0.005
N -0.169 3.054 2.271 0.071
C -0.966 3.036 3.395 0.094
C -0.634 1.901 4.081 0.131
N 0.386 1.291 3.391 0.036
C 0.605 1.930 2.190 -0.009
S 1.100 1.447 0.664 0.543
H 0.563 3.977 0.557 0.002
H -1.103 3.406 0.434 0.003
H -0.746 4.864 1.397 0.001
H -1.703 3.786 3.604 0.003
H -1.079 1.481 4.980 0.005
H 0.723 0.363 3.617 0.000
```

Entry from OMol25: C11H27FO7S2Si2 as an isolated structure at a distorted geometry (ωB97M-V/def2-TZVPD).

Summary:
E_tot (eV): -66320.0715
Kohn-Sham gap (eV): 10.7
F_max (eV Å⁻¹): 1.51
Charge: 0
LUMO level (hartree): 0.01770
2S+1: 1
HOMO (eV): -10.267

The geometry in XYZ format:
```
50
Properties=species:S:1:pos:R:3:nbo_charge:R:1
C 3.366 -3.212 -0.330 -0.178
C 2.536 -2.491 -0.833 -0.488
Si 1.176 -1.455 -1.518 1.635
C 1.768 0.165 -2.272 -0.928
C 3.256 0.447 -2.143 0.225
C 3.621 0.842 -0.734 -0.647
F 4.021 -0.577 -2.620 -0.360
O 0.105 -1.235 -0.261 -1.226
Si -1.231 -0.288 -0.609 1.183
H 4.062 -3.894 0.045 0.230
H 0.526 -2.254 -2.575 -0.199
H 1.254 1.037 -1.887 0.260
H 1.535 0.127 -3.332 0.245
H 3.467 1.304 -2.770 0.155
H 3.424 1.897 -0.615 0.220
H 3.036 0.330 0.021 0.208
H 4.670 0.695 -0.521 0.229
H -2.383 -0.598 0.250 -0.175
H -1.569 -0.354 -2.053 -0.209
H -0.854 1.104 -0.345 -0.181
O -2.298 -4.455 2.107 -0.942
S -1.373 -5.062 3.014 2.389
O -1.278 -4.610 4.366 -0.937
O 0.072 -5.055 2.355 -0.727
C 0.589 -3.792 1.875 -0.085
C 1.090 -2.913 3.003 -0.642
C -1.607 -6.808 3.009 -0.887
H -0.165 -3.278 1.278 0.209
H 1.412 -4.040 1.213 0.206
H 0.271 -2.575 3.637 0.224
H 1.591 -2.034 2.596 0.222
H 1.788 -3.461 3.636 0.212
H -1.640 -7.155 1.981 0.250
H -2.552 -7.009 3.509 0.252
H -0.789 -7.271 3.553 0.252
O -1.141 3.377 -0.657 -0.945
S -1.451 4.381 -1.630 2.389
O -0.460 5.324 -2.042 -0.933
O -2.756 5.161 -1.162 -0.723
C -2.766 5.721 0.167 -0.078
C -1.962 7.004 0.258 -0.641
C -2.149 3.620 -3.056 -0.887
H -2.415 4.979 0.885 0.201
H -3.812 5.921 0.391 0.196
H -0.898 6.814 0.121 0.227
H -2.102 7.465 1.235 0.219
H -2.271 7.706 -0.515 0.218
H -2.929 2.933 -2.742 0.251
H -1.348 3.083 -3.560 0.253
H -2.547 4.395 -3.706 0.256
```

Entry from OMol25: C11H28ClNNbO4 as an isolated structure at a distorted geometry (ωB97M-V/def2-TZVPD).

Summary:
E_tot (eV): -35611.4381
Kohn-Sham gap (eV): 7.4
F_max (eV Å⁻¹): 3.01
Charge: -1
LUMO level (hartree): 0.09767
2S+1: 1
HOMO (eV): -4.715

The geometry in XYZ format:
```
46
Properties=species:S:1:pos:R:3:nbo_charge:R:1
N 5.563 -2.955 0.370 -0.841
C 4.283 -2.545 -0.239 -0.218
C 3.857 -1.165 0.222 -0.400
C 2.582 -0.691 -0.498 -0.899
Nb 0.555 -1.488 0.129 1.421
Cl -0.667 0.580 0.584 -0.551
H 5.887 -3.798 -0.090 0.340
H 5.388 -3.233 1.330 0.341
H 4.416 -2.537 -1.326 0.174
H 3.475 -3.256 -0.028 0.189
H 4.690 -0.473 0.027 0.173
H 3.695 -1.175 1.304 0.195
H 2.686 -0.943 -1.562 0.237
H 2.528 0.403 -0.407 0.209
H 1.363 -1.771 1.775 -0.401
H -0.871 -2.511 0.730 -0.345
H 0.028 -1.531 -1.632 -0.373
H 1.069 -3.150 -0.276 -0.246
O 1.644 -1.170 -4.091 -0.552
C 1.310 -0.039 -4.286 0.796
O 1.427 0.837 -3.264 -0.499
C 1.110 2.223 -3.355 -0.063
C -0.361 2.472 -3.095 -0.640
C 0.688 0.411 -5.590 -0.741
H 1.437 2.642 -4.308 0.160
H 1.713 2.689 -2.576 0.197
H -0.986 2.002 -3.857 0.200
H -0.569 3.543 -3.092 0.204
H -0.638 2.054 -2.127 0.247
H -0.382 0.206 -5.539 0.242
H 1.116 -0.192 -6.385 0.239
H 0.830 1.463 -5.823 0.210
O -6.235 0.960 5.982 -0.594
C -5.465 1.028 5.058 0.799
O -4.892 -0.098 4.610 -0.504
C -4.077 -0.136 3.417 -0.069
C -2.643 0.259 3.670 -0.648
C -5.091 2.358 4.443 -0.743
H -4.536 0.471 2.636 0.171
H -4.133 -1.172 3.090 0.205
H -2.560 1.292 4.012 0.194
H -2.077 0.162 2.744 0.261
H -2.198 -0.386 4.427 0.217
H -4.270 2.780 5.024 0.242
H -5.950 3.018 4.533 0.237
H -4.783 2.306 3.404 0.223
```

Entry from OMol25: C11H28CrGeN4O6S5Se as an isolated structure at a distorted geometry (ωB97M-V/def2-TZVPD).

Summary:
E_tot (eV): -234571.4137
Kohn-Sham gap (spin up / spin down) (eV): 4.9 / 5.3
F_max (eV Å⁻¹): 3.59
Charge: -2
LUMO level (spin up / spin down) (hartree): 0.14700 / 0.14696
2S+1: 5
HOMO (spin up / spin down) (eV): -0.854 / -1.267

The geometry in XYZ format:
```
57
Properties=species:S:1:pos:R:3:lowdin_spin:R:1
Cr -2.113 -1.477 -1.887 3.712
N -0.418 -1.825 -0.513 0.034
C -0.508 -3.124 0.115 0.006
C 0.447 -4.133 -0.508 0.001
C 1.891 -3.724 -0.270 0.001
C 2.381 -4.072 1.129 0.000
N 1.679 -3.365 2.199 0.000
C 1.715 -2.026 2.296 0.000
N 0.780 -1.421 3.058 0.001
N 2.749 -1.306 1.777 0.000
C -1.961 -3.676 -0.017 0.010
O -2.229 -4.736 0.561 0.008
O -2.737 -2.962 -0.714 0.031
H 0.317 -1.729 -1.218 0.003
H -0.341 -1.092 0.193 0.005
H -0.330 -3.028 1.194 0.001
H 0.254 -4.172 -1.583 0.000
H 0.231 -5.120 -0.088 0.000
H 1.983 -2.650 -0.456 0.001
H 2.547 -4.225 -0.987 0.000
H 3.453 -3.862 1.214 0.000
H 2.245 -5.138 1.318 0.000
H 0.738 -3.708 2.365 0.000
H -0.207 -1.552 2.729 0.000
H 0.924 -0.418 3.101 0.000
H 3.218 -1.780 1.017 0.000
H 2.442 -0.385 1.486 0.000
S -1.331 -0.245 2.382 0.002
S -3.217 0.114 1.724 0.008
S -3.366 1.038 -0.131 0.042
S -4.089 -0.259 -1.578 0.026
O 0.972 -1.181 -2.878 0.002
S -0.261 -1.382 -3.652 0.013
O -0.044 -1.330 -5.082 0.001
O -1.295 -0.328 -3.239 0.045
O -0.905 -2.660 -3.220 0.037
C 0.184 3.365 2.325 0.000
Ge -0.028 4.151 0.537 0.000
C 1.007 5.871 0.599 0.000
C -1.901 4.716 0.262 0.000
C 0.856 3.102 -0.902 0.001
Se -0.002 1.517 -1.827 0.005
C -1.355 2.619 -2.683 0.000
H -0.339 3.969 3.070 0.000
H 1.239 3.302 2.602 0.000
H -0.232 2.359 2.343 0.000
H 0.617 6.506 1.396 0.000
H 0.930 6.420 -0.340 0.000
H 2.063 5.686 0.801 0.000
H -2.197 5.373 1.082 0.000
H -2.560 3.850 0.261 0.001
H -2.025 5.259 -0.675 0.000
H 1.767 2.679 -0.471 0.000
H 1.157 3.792 -1.693 0.000
H -1.822 3.262 -1.944 0.000
H -2.082 1.931 -3.102 0.000
H -0.894 3.207 -3.477 0.000
```

Among the records above, which one has the highest E_tot?
C11H28ClNNbO4

Among the records above, which one has the lowest F_max?
C11H27FO7S2Si2